Entry from OMol25: a structure of composition C7H12BClInO6 (ωB97M-V/def2-TZVPD).

The geometry in ORCA input format:
```
! wB97M-V def2-TZVPD RIJCOSX def2/J DEFGRID3
* xyz 3 1
Cl -2.68356 -1.29914 -1.95361
H 2.26255 -1.66378 -1.38014
H 3.24140 -0.99621 0.53598
C -1.68174 -1.53522 1.70427
O -0.72233 1.65046 -1.52976
H 1.63520 -1.09139 1.29475
C 2.18202 -0.60319 0.46148
H 0.12006 3.69207 0.23008
H -0.09531 -1.88527 -1.75901
In -5.00992 -1.92894 -0.34639
O -0.69214 -0.66765 1.28930
O 2.31697 0.74437 0.70494
H 1.49745 3.32082 1.26132
H 0.26482 -2.36935 -0.14480
O -2.53828 -1.76142 0.63841
O 0.45299 1.69656 0.56915
C -2.21651 -0.75882 -0.35026
O -1.74942 -2.02536 2.74731
H -1.50009 2.22784 -1.52956
H 2.66121 0.92548 1.61767
C 0.97342 3.02427 0.36600
H 1.61033 3.07229 -0.50673
C 1.63424 -0.90260 -0.90388
C 0.23684 -1.50727 -0.80426
H 1.71763 -0.03380 -1.55048
B -0.34235 1.06068 -0.39237
H -2.83956 0.10734 -0.15231
C -0.73593 -0.49278 -0.11710
*
```

Calculated values
Orbital gap   3.1 eV
E_HOMO   -0.752 hartree
E_tot   -38075.844 eV
E_LUMO   -17.41 eV

Entry from OMol25: an isolated molecule of C5H8N2 (ωB97M-V/def2-TZVPD).

The geometry in ORCA input format:
```
! wB97M-V def2-TZVPD RIJCOSX def2/J DEFGRID3
* xyz 0 1
C 0.40326 -1.29748 0.00366
H 0.91669 -1.81470 -0.79390
H 2.84942 -0.72217 0.01708
H -1.68490 -1.97696 0.41129
N -2.57234 0.74349 0.21592
H 2.70304 0.98389 -0.51535
H 0.08179 1.88837 -0.44151
H -3.31003 0.09160 -0.01743
C -1.29169 0.18331 0.09725
N 0.90440 -0.02516 -0.11290
C -0.11386 0.87495 -0.12534
H -2.66969 1.58796 -0.33215
H 2.43019 0.51681 1.19802
C 2.30293 0.21745 0.14986
C -0.96446 -1.19037 0.20736
*
```

Calculated values
Orbital gap   8.4 eV
E_HOMO   -0.270 hartree
E_tot   -8293.394 eV
SMILES   Cn1ccc(N)c1
Relative energy (zero: lowest compared OMol25 entry of this formula, charge and spin)   1.6026 eV
E_LUMO   1.07 eV

Entry from OMol25: an isolated molecule of C3H4N4O (ωB97M-V/def2-TZVPD).

The geometry in ORCA input format:
```
! wB97M-V def2-TZVPD RIJCOSX def2/J DEFGRID3
* xyz 0 1
N -0.96674 0.67659 0.16750
C 0.97335 -0.19959 0.34888
N -1.47298 -1.47405 0.19093
C 0.41936 1.25563 -0.10154
O 1.81690 -0.85320 -0.57545
H 0.67589 2.10536 0.50498
H 0.58856 1.38715 -1.16430
H 1.42503 -0.32955 1.35764
N -2.51433 -0.71800 -0.35056
N -2.25051 0.56456 -0.32797
H 1.80452 -1.82567 -0.45609
C -0.49904 -0.58924 0.40597
*
```

Calculated values
Orbital gap   11.1 eV
E_HOMO   -0.393 hartree
E_tot   -11180.002 eV
SMILES   O[C@H]1Cn2nnnc21
Relative energy (zero: lowest compared OMol25 entry of this formula, charge and spin)   3.9669 eV
E_LUMO   0.42 eV

Entry from OMol25: a structure of composition C6H18ClCoCrN6O16 (ωB97M-V/def2-TZVPD).

The geometry in ORCA input format:
```
! wB97M-V def2-TZVPD RIJCOSX def2/J DEFGRID3
* xyz 3 8
O 5.18015 2.12190 -0.21962
H 2.97166 0.37182 1.14962
N -1.55451 1.17314 -4.06015
H -1.64204 1.39004 5.28332
N -2.53250 1.98814 3.48267
C 2.28883 -1.73681 -3.18792
O -2.77026 1.66957 2.33643
C 3.76437 0.38676 0.40164
N -0.80381 4.01462 -1.34191
C -2.24618 0.95507 4.48713
H 3.44596 -0.20845 -0.45418
O -1.77872 0.15074 0.07278
H 0.73416 4.36510 -0.07209
H 2.71642 -0.76962 -2.92374
Co -0.00324 -3.99043 -0.04800
Cr -3.53759 1.76694 -0.12320
C -1.47555 -4.31976 4.20022
H 1.26405 4.11686 -1.78779
O -2.67375 3.16613 3.86060
C 0.63199 3.76151 -0.97395
H -3.23431 0.58641 4.76241
H -0.93249 -0.93086 -4.46211
C -1.75559 -0.32931 -4.07641
H 2.92477 -2.01440 -4.02853
O -2.18955 1.84243 -3.26093
O -0.35801 -1.68600 0.43845
H -1.67193 0.10538 4.11786
H -1.92011 -0.61851 -3.03843
N 2.36660 -2.62227 -2.01866
H -2.73238 -0.53219 -4.51553
O 3.38383 -2.57125 -1.42700
H -0.98898 -5.29137 4.11468
H 0.82863 2.73798 -0.65484
O -0.07322 -0.20124 -1.40148
H 1.25829 -1.61690 -3.52213
O -0.87077 -2.26542 3.35413
O 1.35525 -3.25159 -1.71418
H 4.65440 -0.04171 0.86247
H -2.56395 -4.37657 4.21662
O 0.38458 0.46958 0.81862
N 4.02722 1.73507 -0.22101
O -1.03274 4.93208 -2.19652
O -1.60820 3.32234 -0.79069
O -0.79123 1.62005 -4.91893
H -1.21672 -3.88714 5.16664
Cl -0.43199 -0.31185 -0.00275
O -0.79897 -4.00981 2.03558
N -1.05580 -3.44447 3.08931
O 3.06393 2.27826 -0.80850
*
```

Calculated values
Orbital gap (spin up / spin down)   4.0 / 4.3 eV
E_HOMO (spin up / spin down)   -0.643 / -0.643 hartree
E_tot   -126727.238 eV
E_LUMO (spin up / spin down)   -13.49 / -13.20 eV

Entry from OMol25: a structure of composition C3HO2Rh (ωB97M-V/def2-TZVPD).

The geometry in ORCA input format:
```
! wB97M-V def2-TZVPD RIJCOSX def2/J DEFGRID3
* xyz 2 5
C 0.59195 0.12782 -0.01985
O 1.41427 -0.83418 -0.01241
C -0.83437 -0.13860 0.00132
Rh 2.88164 0.56934 -0.02746
H -3.03645 -0.70042 -0.02593
O 1.00503 1.32501 -0.00562
C -2.02207 -0.34898 0.08996
*
```

Calculated values
Orbital gap (spin up / spin down)   10.1 / 6.2 eV
E_HOMO (spin up / spin down)   -0.770 / -0.797 hartree
E_tot   -10201.658 eV
Relative energy (zero: lowest compared OMol25 entry of this formula, charge and spin)   0.8906 eV
E_LUMO (spin up / spin down)   -10.84 / -15.44 eV

Entry from OMol25: an isolated molecule of C4H8FNOS (ωB97M-V/def2-TZVPD).

The geometry in ORCA input format:
```
! wB97M-V def2-TZVPD RIJCOSX def2/J DEFGRID3
* xyz 0 1
H 1.10926 0.66820 -1.88963
O 0.90734 1.83788 -0.14498
H -2.23188 0.32015 0.46417
H -0.56885 0.95764 -1.31882
H -0.40768 -2.53964 -0.22356
C 0.45958 0.77394 -0.97722
N -1.51443 0.38104 1.19091
H 1.02450 2.61283 -0.70837
H -0.16739 -1.11035 1.89749
S 2.14605 -1.18253 0.11348
C -0.60978 -1.48291 -0.25406
C 0.51219 -0.47899 -0.14330
F -1.62808 -1.18417 -1.12629
C -0.51118 -0.62410 0.97776
H -1.08112 1.29666 1.19708
H 2.56145 -0.24564 0.94534
*
```

Calculated values
Orbital gap   9.8 eV
E_HOMO   -0.334 hartree
E_tot   -21366.766 eV
SMILES   N[C@H]1[C@@H](F)[C@@]1(S)CO
Relative energy (zero: lowest compared OMol25 entry of this formula, charge and spin)   0.9147 eV
E_LUMO   0.68 eV

Entry from OMol25: the ion C4H3N4 with charge +1 (ωB97M-V/def2-TZVPD).

The geometry in ORCA input format:
```
! wB97M-V def2-TZVPD RIJCOSX def2/J DEFGRID3
* xyz 1 1
C 1.26460 0.47622 1.53810
N -1.22381 -0.59132 -1.68828
C -0.25834 1.02100 -0.13997
C 0.89762 -0.84792 1.21935
N 0.55107 1.29449 0.76087
N -1.64559 0.37039 -2.23937
H 1.38902 -1.60327 1.66106
H 1.91539 0.92954 2.17920
N 0.11543 -1.03101 0.17343
C -0.50396 -0.19298 -0.55266
H -2.50144 0.17483 -2.91173
*
```

Calculated values
Orbital gap (spin up / spin down)   7.0 / 7.0 eV
E_HOMO (spin up / spin down)   -0.530 / -0.530 hartree
E_tot   -10143.637 eV
SMILES   [H]/N=N/C1=C=[N+]=CC=N1
Relative energy (zero: lowest compared OMol25 entry of this formula, charge and spin)   1.7283 eV
E_LUMO (spin up / spin down)   -7.41 / -7.41 eV